{"formula": "C34H52BN8OPPdS2", "method": "the ωB97M-V functional and the def2-TZVPD basis", "homo_lumo_gap_ev": [7.3911, 6.0244], "e_tot_ha": -3129.98837, "lumo_ev": [-5.431, -7.078], "multiplicity": 5, "charge": 2, "fmax_ev_per_a": 3.87, "species": ["Pd", "C", "N", "C", "C", "N", "B", "N", "C", "C", "N", "C", "C", "S", "C", "S", "H", "H", "H", "H", "H", "H", "H", "H", "H", "H", "H", "H", "C", "C", "N", "C", "C", "C", "C", "C", "C", "C", "C", "C", "N", "C", "H", "H", "H", "H", "H", "H", "H", "H", "C", "C", "N", "O", "H", "H", "H", "H", "H", "C", "C", "C", "C", "P", "N", "C", "C", "C", "C", "C", "C", "C", "C", "H", "H", "H", "H", "H", "H", "H", "H", "H", "H", "H", "H", "H", "H", "H", "H", "H", "H", "H", "H", "H", "H", "H", "H", "H", "H", "H"], "positions_angstrom": [[0.975560, -0.174587, 0.190366], [2.079544, 3.114210, -3.938251], [2.503663, 1.696326, -3.636097], [2.641459, 0.829130, -4.705930], [2.694969, -0.413154, -4.244820], [2.413699, -0.339743, -2.871200], [2.219506, -1.607608, -2.076381], [3.378879, -1.959604, -1.025233], [3.441790, -3.218364, -0.458881], [4.521800, -3.317070, 0.316180], [5.139081, -2.083054, 0.205499], [6.213902, -1.539656, 1.019417], [4.448171, -1.292174, -0.624210], [4.919369, 0.291518, -1.087614], [2.465351, 0.939681, -2.529669], [2.328679, 1.683642, -1.005344], [2.077472, 3.632928, -2.959957], [1.056649, 3.000909, -4.414384], [2.849199, 3.652885, -4.559977], [2.763790, 1.236878, -5.698649], [2.760045, -1.320089, -4.845077], [2.191749, -2.520945, -2.904402], [1.068988, -1.537975, -1.530912], [2.721354, -3.998511, -0.671111], [4.868860, -4.147250, 0.924781], [6.720746, -0.741079, 0.410269], [6.899956, -2.381750, 1.225079], [5.834908, -1.078893, 1.951114], [3.391916, 0.968092, 4.026152], [2.888071, 0.962916, 2.707898], [2.179035, -0.018199, 2.214024], [1.821078, -1.132259, 2.977942], [2.147722, -1.148001, 4.362071], [2.951391, -0.048444, 4.872273], [1.812977, -2.334445, 5.142242], [1.188044, -3.429308, 4.543975], [0.900916, -3.393623, 3.152341], [0.126402, -4.414141, 2.535234], [-0.329946, -4.279831, 1.253651], [-0.085260, -3.121639, 0.595899], [0.619572, -2.087396, 1.112749], [1.078837, -2.226372, 2.447431], [4.032847, 1.695994, 4.433527], [3.122626, 1.882031, 2.035302], [3.294981, 0.054644, 5.911537], [2.057554, -2.252284, 6.212726], [0.934291, -4.303767, 5.194656], [-0.039213, -5.333452, 3.093172], [-0.891957, -4.932164, 0.645376], [-0.537529, -2.934239, -0.362252], [-2.160143, -3.307325, -4.518238], [-3.387813, -3.048225, -3.633533], [-4.617243, -3.337473, -4.086261], [-3.188786, -2.634659, -2.486796], [-1.971193, -4.401555, -4.291675], [-1.357461, -2.647026, -4.259942], [-2.260109, -3.156767, -5.538648], [-5.389449, -2.943705, -3.549028], [-4.714916, -3.549653, -5.113043], [-0.214808, 3.842336, 1.251088], [-1.646511, 3.453713, 1.460911], [-2.643617, 4.499566, 0.830042], [-1.947207, 3.255064, 3.016204], [-1.803490, 1.742138, 0.624636], [-0.530642, 0.905200, 1.193279], [-3.316938, 0.744014, 1.241580], [-4.661602, 1.607487, 1.251753], [-3.504258, -0.508969, 0.341419], [-3.107262, 0.130089, 2.649983], [-1.905119, 1.965471, -1.266990], [-3.258795, 2.302794, -1.853706], [-1.542866, 0.618657, -1.970257], [-1.003229, 3.000228, -1.813592], [-0.067195, 4.770566, 1.875299], [0.006949, 4.122681, 0.246134], [0.393288, 3.052161, 1.760068], [-2.611027, 5.395459, 1.498621], [-3.720126, 4.180162, 0.781974], [-2.277575, 4.872471, -0.156335], [-1.622800, 4.220330, 3.528710], [-1.326119, 2.423944, 3.339101], [-3.044472, 3.066685, 3.224695], [-4.977454, 2.069485, 0.348730], [-4.668902, 2.449973, 1.908624], [-5.453090, 0.888196, 1.569718], [-3.783669, -0.396634, -0.683523], [-4.239883, -1.158392, 0.806776], [-2.608304, -1.135723, 0.378305], [-3.343905, 0.753282, 3.476282], [-2.125094, -0.280721, 2.851671], [-3.824996, -0.676852, 2.893847], [-4.087132, 1.615022, -1.663492], [-3.260699, 2.424775, -3.001937], [-3.670635, 3.241568, -1.447395], [-1.813394, 0.757851, -3.029070], [-1.890256, -0.277772, -1.449418], [-0.435573, 0.514619, -2.086555], [-1.259419, 4.030911, -1.646201], [-1.036612, 3.007646, -2.930254], [0.018036, 2.956199, -1.436063]], "atomic_forces_ev_per_a": [[0.7, 0.7, 0.4], [0.3, -0.5, 0.9], [0.2, 0.3, -1.8], [0.7, 1.3, -0.8], [-1.0, -0.7, 0.0], [1.7, -0.5, -1.0], [-0.3, -0.9, 0.2], [-1.2, -0.8, -1.0], [-1.4, -0.5, -0.6], [0.8, 0.6, 0.5], [0.6, 0.2, 1.0], [1.1, 0.0, -0.3], [-0.1, 0.5, -0.1], [0.0, 0.2, 0.2], [-1.7, 1.3, -0.2], [-0.1, -0.8, 1.3], [-0.5, -0.2, -0.6], [1.4, 0.7, 0.6], [-0.9, -0.9, 0.3], [-0.1, -0.2, 0.0], [0.0, 0.2, 0.7], [-0.1, 0.4, 0.7], [0.7, 0.0, 0.1], [0.0, 0.3, -0.1], [0.1, 0.4, -0.2], [-0.3, -1.0, 0.8], [-0.2, 0.7, 0.1], [0.1, -0.4, -0.4], [-1.8, -2.3, 0.4], [0.9, 1.7, -0.9], [-1.2, -1.3, -0.5], [1.0, 2.0, 1.4], [0.8, -0.2, -0.2], [0.1, 0.2, -0.7], [-0.6, 0.0, -0.6], [1.4, 0.9, 2.2], [-1.8, -0.7, 0.4], [0.5, -0.8, 0.2], [0.2, -0.3, 0.8], [1.2, 3.7, 0.0], [-0.6, -1.7, 1.6], [0.2, 1.1, -3.5], [0.6, 1.0, 0.0], [-0.5, -1.9, 1.0], [-0.4, -0.7, -0.4], [-0.3, -0.5, -0.6], [0.2, 0.8, -0.9], [-0.1, 0.2, 0.0], [-0.6, -1.4, 0.2], [0.1, 0.0, -0.4], [-0.9, -1.8, 2.0], [1.5, 0.9, 0.9], [-0.3, -0.1, -1.9], [-0.4, -0.1, -0.5], [0.4, 1.2, -0.5], [0.5, 0.0, 0.8], [-0.8, -0.1, -2.1], [0.2, -0.5, -0.4], [-0.2, 0.4, 1.9], [0.4, 0.9, 2.6], [-2.3, -0.6, 0.1], [0.3, 0.4, 0.4], [-0.3, 1.2, -1.0], [-1.5, 0.7, -0.1], [0.7, -0.4, -0.2], [-1.1, 0.1, -0.3], [0.5, -1.7, 0.6], [0.4, -0.3, 0.7], [-0.3, -0.4, 0.4], [-0.7, -1.7, -0.5], [-2.4, 1.1, -0.6], [1.9, 0.3, 0.1], [1.6, 1.5, -1.0], [0.0, -0.7, -0.6], [0.5, -0.3, -0.6], [0.1, 0.7, -1.0], [-0.1, -0.6, -0.4], [1.2, 0.2, 0.0], [-0.5, -0.5, 0.7], [-0.5, -1.3, -0.5], [-0.1, 0.0, 0.4], [1.4, 0.2, -0.2], [0.0, -0.2, -1.3], [0.3, 0.2, 1.0], [0.5, 0.6, -0.2], [-0.2, 0.4, -0.6], [-0.4, 0.2, 0.1], [0.2, 0.2, -0.1], [0.1, 1.3, 0.5], [0.3, 0.0, -0.3], [0.2, 0.1, -1.0], [0.4, -0.4, 0.1], [0.5, -0.2, 1.8], [0.4, 0.0, -0.2], [-0.5, -0.6, 0.5], [-0.3, 0.2, -0.8], [-0.4, 0.1, 0.5], [-0.7, 0.4, 0.6], [0.3, -0.6, 0.7], [0.2, -0.5, -0.4]], "mulliken_spin": [1.32, 0.01, 0.01, 0.00, 0.02, -0.02, 0.02, 0.01, 0.02, 0.03, 0.03, 0.00, -0.02, 0.65, -0.01, 0.36, 0.00, 0.00, 0.00, 0.00, 0.00, 0.01, 0.02, 0.00, 0.00, 0.00, 0.00, 0.00, 0.01, -0.02, 0.11, -0.01, 0.01, 0.00, 0.00, 0.00, 0.00, 0.00, 0.01, -0.01, 0.13, -0.01, 0.00, 0.00, 0.00, 0.00, 0.00, 0.00, 0.00, 0.00, 0.00, 0.00, 0.00, 0.00, 0.00, 0.00, 0.00, 0.00, 0.00, 0.05, 0.07, 0.00, 0.00, -0.10, 1.19, 0.08, 0.01, 0.01, 0.04, -0.02, 0.00, 0.09, -0.01, 0.00, 0.00, -0.04, 0.00, 0.00, 0.00, 0.00, 0.00, 0.00, 0.00, 0.00, 0.00, 0.00, 0.00, -0.01, 0.00, -0.01, 0.00, 0.00, 0.00, 0.00, 0.00, -0.02, -0.03, 0.00, 0.00, 0.01]}